C33H35AlAsBN6 | wB97M-V/def2-TZVPD

Last column: Mulliken charge in e.
Geometry (Å):
Al: 0.0661 -0.5427 0.3346  -1.356
C: -0.3040 1.8555 3.0911  -1.047
C: -0.2127 0.3779 3.2536  0.983
C: -0.2473 -0.3331 4.4344  -1.634
C: -0.1413 -1.6767 4.0956  1.020
C: -0.1314 -2.8790 4.9821  -1.315
N: -0.0501 -1.7547 2.7691  0.226
N: -0.0828 -0.4873 2.2203  0.868
B: 0.0649 -2.9581 1.8022  -0.888
N: 1.3782 -2.7893 0.9714  0.303
N: 1.5304 -1.7174 0.1076  0.731
C: 2.6535 -1.9238 -0.5951  0.953
C: 3.1041 -0.9997 -1.6764  -0.930
C: 3.2390 -3.1065 -0.1740  -1.716
C: 2.4098 -3.6296 0.8065  1.070
C: 2.5474 -4.9012 1.5795  -1.314
N: -1.1402 -2.8779 0.8069  0.312
N: -1.2487 -1.8310 -0.0970  0.591
C: -2.2269 -2.1465 -0.9609  0.979
C: -2.5794 -1.3101 -2.1462  -1.121
C: -2.7744 -3.3653 -0.5957  -1.537
C: -2.0653 -3.8018 0.5124  0.945
C: -2.2145 -5.0723 1.2843  -1.322
H: -0.4668 2.3216 4.0601  0.446
H: -1.1327 2.1477 2.4471  0.275
H: 0.6127 2.2701 2.6834  0.164
H: -0.3455 0.0731 5.4289  0.522
H: -0.2166 -2.5678 6.0201  0.372
H: 0.7926 -3.4463 4.8693  0.281
H: -0.9640 -3.5450 4.7546  0.287
H: 0.0637 -3.9949 2.3912  0.001
H: 2.3233 -0.3036 -1.9734  -0.049
H: 3.3894 -1.5769 -2.5547  0.437
H: 3.9759 -0.4242 -1.3630  0.308
H: 4.1497 -3.5452 -0.5496  0.522
H: 3.4980 -5.3696 1.3385  0.366
H: 1.7493 -5.6022 1.3320  0.285
H: 2.5147 -4.7218 2.6542  0.291
H: -1.7909 -0.6075 -2.4099  0.122
H: -3.4918 -0.7454 -1.9652  0.287
H: -2.7563 -1.9607 -3.0012  0.468
H: -3.5759 -3.8861 -1.0948  0.532
H: -3.0940 -5.6055 0.9330  0.369
H: -2.3294 -4.8824 2.3513  0.294
H: -1.3473 -5.7197 1.1501  0.280
C: 0.7326 6.0178 1.3099  -0.660
C: 1.7724 5.0925 1.2907  -0.921
C: 1.5565 3.8236 0.7787  -0.240
C: 0.2941 3.5011 0.2863  0.504
C: -0.7529 4.4093 0.2957  -0.088
C: -0.5198 5.6792 0.8182  -0.793
As: 0.0805 1.8170 -0.5946  1.261
C: -1.5142 1.9256 -1.6485  -0.424
C: -2.8223 1.9818 -1.1949  -0.101
C: -3.8400 2.1313 -2.1268  -0.936
C: -3.5320 2.1946 -3.4830  -0.827
C: -2.2149 2.1366 -3.9236  -0.579
C: -1.1824 2.0179 -3.0009  0.895
C: 0.2714 2.0454 -3.3044  0.314
C: 0.8386 2.1968 -4.5643  -0.664
C: 2.2167 2.3147 -4.6902  -0.889
C: 3.0428 2.2947 -3.5692  -0.715
C: 2.4926 2.1234 -2.3066  -0.541
C: 1.1201 1.9850 -2.1980  -0.106
H: 0.9048 7.0100 1.7074  0.422
H: 2.7503 5.3591 1.6726  0.444
H: 2.3708 3.1084 0.7645  0.454
H: -1.7279 4.1602 -0.0977  0.368
H: -1.3249 6.4036 0.8335  0.450
H: -3.0579 1.9201 -0.1387  0.474
H: -4.8696 2.1973 -1.7982  0.440
H: -4.3300 2.3041 -4.2068  0.449
H: -2.0014 2.2062 -4.9836  0.451
H: 0.2135 2.2464 -5.4478  0.446
H: 2.6527 2.4422 -5.6731  0.434
H: 4.1131 2.4149 -3.6802  0.472
H: 3.1342 2.1023 -1.4346  0.542

The spin multiplicity is 1. Its LUMO energy is -0.1985 Ha. Its calculated total energy is -4109.85289 a.u. The calculation puts the orbital gap at 8.5 eV. The total charge is +2.